{"formula": "C5H10O2", "method": "ωB97M-V/def2-TZVPD", "orbital_gap_ev": 5.210, "total_energy_ha": -346.7176, "de_lowest_kcal_mol": 193.2, "species": ["C", "H", "H", "O", "C", "H", "C", "H", "H", "H", "H", "H", "C", "C", "H", "O", "H"], "xyz": [[1.628, -1.184, -0.699], [2.725, -3.073, -0.597], [-2.147, -0.219, 1.072], [-1.804, 3.183, -0.813], [-0.106, 0.466, 0.498], [0.534, 1.339, 0.649], [1.846, -2.593, -1.055], [-1.586, 2.325, -0.560], [-2.556, 3.409, -0.176], [1.496, -1.282, -1.818], [-0.986, 1.248, 2.612], [2.382, -0.401, -0.176], [0.302, -0.735, -0.066], [-1.417, 0.640, 0.958], [-0.231, -1.649, 0.218], [-1.584, 1.635, 1.937], [1.505, -3.111, -1.983]]}

{"formula": "C21H35GeN2O3S2Sn", "method": "ωB97M-V/def2-TZVPD", "multiplicity": 2, "orbital_gap_ev": [7.012, 3.820], "total_energy_ha": -4243.4796, "total_charge": 2, "s_squared": 0.765, "species": ["H", "C", "H", "C", "H", "C", "C", "S", "C", "O", "C", "H", "H", "C", "C", "C", "H", "Ge", "H", "C", "H", "C", "H", "O", "H", "H", "C", "H", "H", "H", "H", "H", "C", "H", "C", "H", "H", "H", "C", "H", "H", "H", "H", "H", "C", "S", "C", "N", "C", "H", "H", "H", "N", "H", "C", "C", "H", "O", "H", "Sn", "H", "C", "H", "H", "H"], "xyz": [[-1.795, 2.556, 1.745], [3.597, -1.695, 0.066], [0.594, -4.173, -4.444], [0.361, -2.776, -2.730], [2.028, -2.724, 2.976], [-2.926, 2.327, -6.500], [-1.984, 0.207, 3.977], [0.234, 0.938, -4.265], [0.267, 2.906, 1.223], [-0.580, -0.574, 2.163], [-3.101, 2.764, -4.108], [-0.116, -1.895, -3.130], [2.135, 3.467, 0.308], [0.727, -3.943, -3.403], [3.977, -0.962, 2.418], [-1.783, -0.836, 2.878], [0.063, 3.071, 3.378], [1.085, 0.458, 2.776], [3.584, -0.942, 3.436], [-1.234, 3.070, 0.963], [0.846, 3.137, -0.855], [-1.893, 2.126, -3.974], [-1.523, 4.120, 0.964], [0.581, 1.514, 1.203], [1.589, -3.212, 1.339], [1.728, -5.721, -2.492], [-2.955, -0.814, 1.898], [0.446, 4.595, 2.570], [4.086, -0.762, -0.220], [-3.340, 2.434, -7.492], [4.884, -1.564, 2.413], [-2.866, -1.635, 1.180], [2.419, -2.876, 1.969], [2.837, -1.919, -0.687], [-1.669, -2.224, 3.523], [-2.014, 1.209, 3.543], [-1.163, 0.164, 4.695], [4.232, 0.058, 2.123], [-1.694, 1.663, -6.341], [-1.167, 1.235, -7.183], [1.704, 3.365, 2.763], [-2.595, -2.481, 4.035], [-0.849, -2.227, 4.241], [0.835, 4.655, 0.075], [0.641, 3.524, 2.568], [-0.757, 1.758, -2.653], [2.955, -1.542, 1.443], [0.676, -2.841, -1.438], [-3.609, 2.851, -5.420], [-3.903, -0.919, 2.423], [-1.494, 2.624, -0.003], [-1.463, -2.972, 2.755], [1.243, -4.045, -1.283], [1.588, -4.341, -0.385], [-1.212, 1.589, -5.056], [1.070, 3.592, 0.112], [3.194, -3.640, 2.000], [1.841, -0.638, 1.322], [4.339, -2.491, 0.079], [0.075, -0.548, -0.061], [-4.558, 3.342, -5.584], [1.295, -4.737, -2.432], [-2.917, 0.033, 4.510], [-2.962, 0.134, 1.353], [-3.634, 3.184, -3.266]]}

{"formula": "C6H10O", "method": "ωB97M-V/def2-TZVPD", "multiplicity": 2, "orbital_gap_ev": [3.217, 7.450], "total_energy_ha": -309.7317, "de_lowest_kcal_mol": 35.4, "total_charge": -1, "s_squared": 0.753, "species": ["H", "C", "H", "C", "H", "H", "C", "C", "C", "H", "H", "H", "H", "C", "H", "H", "O"], "xyz": [[1.983, -2.339, 1.978], [-0.543, 1.273, -0.397], [2.490, -2.489, 0.271], [1.658, -2.653, 0.969], [-1.902, 2.125, -1.747], [0.159, -1.623, -1.414], [0.090, -1.076, -0.452], [-1.376, 2.451, -0.856], [0.436, -1.800, 0.668], [1.439, -3.721, 0.930], [-1.886, 2.985, -0.035], [-1.982, -0.177, -0.774], [-0.055, -1.546, 1.618], [-0.902, -0.006, -0.633], [-0.682, 3.258, -1.096], [0.884, 0.811, 0.657], [0.454, 1.663, 0.447]]}

{"formula": "C10H14OSi", "method": "ωB97M-V/def2-TZVPD", "orbital_gap_ev": [6.233, 6.758], "total_energy_ha": -754.0325, "de_lowest_kcal_mol": 89.7, "species": ["H", "H", "C", "H", "H", "H", "H", "H", "C", "H", "C", "C", "C", "C", "H", "C", "H", "H", "C", "O", "Si", "C", "H", "C", "H", "H"], "xyz": [[-0.249, 1.413, 1.917], [-1.511, 0.961, -2.258], [-3.628, -0.241, -0.027], [-4.364, 0.539, -0.310], [1.188, -3.689, 0.116], [-2.069, 2.521, -1.704], [1.061, 2.146, 0.374], [3.745, 1.607, 0.147], [2.290, -1.999, -0.614], [-3.772, -0.891, -0.928], [1.661, 0.148, 0.245], [0.308, -1.788, 0.819], [0.458, -0.434, 0.833], [1.871, 1.495, 0.239], [-0.628, -2.081, 1.286], [2.499, -0.655, -0.529], [-0.854, -0.153, 2.513], [-0.557, 2.219, -1.456], [1.198, -2.589, 0.056], [3.054, 2.140, 0.025], [-1.959, 0.797, 0.232], [-0.566, 0.334, 1.581], [-4.130, -0.646, 0.909], [-1.476, 1.636, -1.396], [3.061, -2.590, -1.058], [3.372, -0.201, -1.010]]}

{"formula": "C6H13NS", "method": "ωB97M-V/def2-TZVPD", "orbital_gap_ev": 9.282, "total_energy_ha": -689.2792, "de_lowest_kcal_mol": 46.9, "species": ["C", "H", "C", "H", "H", "H", "H", "C", "H", "H", "C", "H", "C", "N", "H", "S", "H", "H", "C", "H", "H"], "xyz": [[1.092, 3.065, -3.045], [-1.392, 0.030, 1.381], [0.069, -1.141, 0.222], [-0.298, 1.796, -2.096], [0.273, -2.198, -0.028], [2.071, 3.571, -3.008], [2.746, 0.600, -2.482], [-1.077, -1.024, 1.199], [-2.739, -2.885, 2.621], [-0.187, -0.638, -0.738], [0.738, 2.139, -2.125], [-1.986, -1.547, 0.809], [2.592, 0.967, -1.417], [1.543, 1.603, -1.105], [1.008, -0.675, 0.548], [-0.605, -1.784, 2.746], [3.315, 0.627, -0.674], [0.229, 3.454, -3.664], [-2.270, -2.148, 3.275], [-2.207, -2.559, 4.272], [-2.917, -1.252, 3.310]]}

{"formula": "C17H20N4O2", "method": "ωB97M-V/def2-TZVPD", "orbital_gap_ev": 8.439, "total_energy_ha": -1029.3190, "de_lowest_kcal_mol": 43.7, "species": ["N", "C", "N", "C", "H", "H", "H", "C", "O", "H", "H", "H", "C", "H", "C", "C", "C", "C", "H", "H", "H", "H", "H", "H", "H", "N", "N", "C", "C", "C", "H", "C", "H", "H", "C", "C", "H", "C", "C", "C", "O", "H", "H"], "xyz": [[2.567, -1.468, 0.557], [2.654, 2.556, -0.906], [1.482, 0.434, -0.341], [0.358, -1.505, -0.512], [0.315, 2.588, -0.046], [-3.001, -2.302, -2.144], [-3.140, 1.162, 2.391], [1.572, -0.906, -0.016], [4.589, -1.170, 1.553], [0.524, -3.586, -0.071], [-1.635, 3.544, -1.278], [-5.085, -0.447, 1.804], [-1.082, 2.689, -1.661], [-4.429, -0.472, 0.165], [-3.157, -1.386, 1.648], [-1.348, 1.531, 0.671], [-2.055, -2.066, -1.680], [-4.171, -0.333, 1.218], [2.312, 3.335, -0.224], [-1.750, 2.062, -2.244], [4.602, 1.213, 0.451], [2.041, 2.571, -1.804], [-2.220, 0.011, -2.147], [-4.462, 1.809, 1.386], [-2.969, -1.314, 2.716], [0.282, 0.746, -0.982], [-2.666, 1.464, 0.420], [-1.622, -0.752, -1.676], [3.683, 0.657, 0.362], [-0.086, -2.818, -0.516], [-3.010, 1.609, -0.515], [-0.433, 1.937, -0.505], [-3.526, -2.384, 1.426], [-2.212, -1.248, 1.130], [2.617, 1.204, -0.262], [-0.402, -0.469, -1.078], [3.681, 2.788, -1.178], [-1.306, -3.088, -1.106], [-3.639, 1.088, 1.423], [3.676, -0.707, 0.902], [-0.852, 1.294, 1.753], [-1.682, -4.099, -1.129], [-0.311, 3.056, -2.335]]}